{"formula": "C36H87AsF6N9O6Pb", "method": "ωB97M-V with the def2-TZVPD basis set", "symbols": ["Pb", "As", "F", "F", "F", "F", "F", "F", "C", "C", "N", "C", "C", "C", "C", "H", "H", "H", "H", "H", "H", "H", "H", "H", "H", "H", "H", "H", "H", "H", "C", "C", "N", "C", "C", "C", "C", "H", "H", "H", "H", "H", "H", "H", "H", "H", "H", "H", "H", "H", "H", "H", "C", "C", "N", "C", "C", "C", "C", "H", "H", "H", "H", "H", "H", "H", "H", "H", "H", "H", "H", "H", "H", "H", "C", "C", "O", "N", "C", "H", "H", "H", "H", "H", "H", "H", "C", "C", "O", "N", "C", "H", "H", "H", "H", "H", "H", "H", "C", "C", "O", "N", "C", "H", "H", "H", "H", "H", "H", "H", "C", "C", "O", "N", "C", "H", "H", "H", "H", "H", "H", "H", "C", "C", "O", "N", "C", "H", "H", "H", "H", "H", "H", "H", "C", "C", "O", "N", "C", "H", "H", "H", "H", "H", "H", "H"], "xyz": [[3.72912, -6.67017, -0.02216], [1.55838, -0.10778, -0.22352], [1.63944, -0.23173, 1.57219], [0.95079, 1.58872, -0.13132], [1.64300, 0.07935, -1.97060], [2.24535, -1.79573, -0.39531], [-0.18108, -0.67260, -0.27969], [3.22695, 0.57958, -0.07932], [-7.31551, 3.07654, 0.05794], [-7.45548, 4.45157, -0.52962], [-7.60069, 4.38453, -2.03241], [-7.92978, 5.72190, -2.59429], [-8.15510, 5.75391, -4.14870], [-6.46496, 3.69160, -2.72212], [-5.06627, 4.35810, -2.53871], [-7.31011, 3.12535, 1.14684], [-6.46017, 2.50343, -0.29989], [-8.22655, 2.52220, -0.16748], [-8.37224, 4.83289, -0.07992], [-6.56174, 4.95491, -0.16088], [-8.88453, 5.93149, -2.11198], [-7.20886, 6.47649, -2.27968], [-8.97028, 5.08734, -4.43026], [-8.36822, 6.76546, -4.49430], [-7.19093, 5.48431, -4.57973], [-6.72052, 3.54716, -3.77185], [-6.36510, 2.67614, -2.33877], [-4.73986, 4.41045, -1.50005], [-5.06310, 5.38387, -2.90734], [-4.25143, 3.81421, -3.01655], [4.32237, 4.71046, -7.93319], [3.88061, 4.71595, -6.41808], [4.37218, 5.92339, -5.67049], [5.80184, 5.78961, -5.40594], [6.40628, 7.10333, -4.81351], [3.60623, 6.04672, -4.38667], [2.15904, 6.34625, -4.64651], [4.03882, 5.59840, -8.49822], [3.97285, 3.88207, -8.54939], [5.39835, 4.54436, -7.98588], [2.80251, 4.82405, -6.53685], [4.05244, 3.78593, -5.87619], [5.96969, 5.00677, -4.66629], [6.33897, 5.67271, -6.34718], [7.48556, 7.00473, -4.92983], [6.07906, 7.98747, -5.36062], [6.11598, 7.28250, -3.77827], [4.06775, 6.77036, -3.71478], [3.61166, 5.11011, -3.82915], [1.99248, 7.20199, -5.30077], [1.61330, 6.66487, -3.75839], [1.63525, 5.44459, -4.96392], [-6.42116, -4.20282, 2.21174], [-7.26375, -5.34050, 2.73162], [-8.08360, -5.98747, 1.68089], [-8.94361, -5.08444, 0.91262], [-10.05857, -4.34174, 1.75118], [-8.80181, -7.12804, 2.27977], [-9.28252, -7.99488, 1.06099], [-5.65833, -4.58583, 1.53389], [-5.92386, -3.74830, 3.06861], [-7.02227, -3.48038, 1.65960], [-6.69344, -6.11470, 3.24490], [-7.89259, -4.91264, 3.51240], [-8.33991, -4.36924, 0.35394], [-9.32539, -5.56623, 0.01250], [-10.66860, -3.75847, 1.06144], [-10.71378, -5.10383, 2.17308], [-9.56138, -3.70347, 2.48159], [-9.66284, -6.88856, 2.90377], [-8.14391, -7.78735, 2.84597], [-9.71534, -8.92977, 1.41701], [-8.42440, -8.27465, 0.44987], [-10.03742, -7.48676, 0.46098], [-0.27169, -4.80180, -5.76597], [0.55561, -6.03518, -5.58245], [1.06585, -6.27377, -4.48253], [0.76292, -6.79184, -6.62268], [1.55586, -8.01949, -6.53445], [-0.99095, -4.70979, -4.95215], [-0.80227, -4.83591, -6.71750], [0.35042, -3.90785, -5.72203], [0.33456, -6.54099, -7.50227], [2.53566, -7.86014, -6.08424], [1.68200, -8.45643, -7.52505], [1.00877, -8.77091, -5.96510], [7.31516, -2.32808, -4.18117], [7.29987, -3.82886, -4.36096], [6.70356, -4.54989, -3.57105], [7.90187, -4.41038, -5.42362], [8.71864, -3.73498, -6.40244], [7.33480, -2.07561, -3.12099], [6.35181, -1.92257, -4.49041], [8.19442, -1.87347, -4.63759], [7.83292, -5.41776, -5.44683], [9.57990, -3.36647, -5.84519], [8.18855, -2.91943, -6.89437], [9.14813, -4.36187, -7.18388], [4.47816, 8.36740, 6.49995], [3.64091, 7.38377, 5.61668], [2.44029, 7.19875, 5.82615], [4.30072, 6.70307, 4.68934], [3.74130, 5.69167, 3.85408], [5.07702, 9.03802, 5.88371], [5.15474, 7.87433, 7.19796], [3.84974, 8.96031, 7.16451], [5.28502, 6.88625, 4.55632], [3.99622, 4.71576, 4.26726], [4.03061, 5.66925, 2.80341], [2.65618, 5.60799, 3.79392], [-0.36013, -6.08445, 5.84568], [0.31594, -5.02780, 5.05283], [0.78467, -5.27967, 3.95953], [0.44396, -3.80200, 5.56638], [-0.27169, -3.38573, 6.78388], [-0.32723, -7.08794, 5.42139], [-1.41778, -5.82764, 5.78632], [0.01797, -6.19591, 6.86191], [0.84274, -3.08178, 4.98126], [-0.39460, -2.30450, 6.84663], [0.31779, -3.57363, 7.68127], [-1.27531, -3.79444, 6.90143], [-1.49244, 4.27154, 9.07430], [-2.05667, 3.53310, 7.92560], [-2.66843, 2.47802, 8.17257], [-1.74115, 3.95699, 6.65901], [-2.24742, 3.33368, 5.45777], [-0.61126, 3.80212, 9.51164], [-2.26655, 4.41364, 9.82839], [-1.27614, 5.27707, 8.71345], [-1.09754, 4.72494, 6.53200], [-3.28732, 3.02903, 5.57561], [-1.56729, 2.53197, 5.17006], [-2.18828, 3.98754, 4.58767], [7.68022, -2.57259, 4.01063], [8.02636, -3.91711, 3.43136], [7.27800, -4.44606, 2.60979], [9.16460, -4.48678, 3.86710], [9.63387, -5.85993, 3.48780], [7.21934, -1.90707, 3.28072], [8.49784, -2.03716, 4.49324], [6.95919, -2.77101, 4.80364], [9.80446, -3.93341, 4.41888], [8.88736, -6.27849, 2.81280], [9.87337, -6.41467, 4.39500], [10.57685, -5.92315, 2.94477]], "forces_ev_per_a": [[-0.085, 0.738, -0.049], [0.354, 1.307, 0.684], [-0.589, -0.283, -1.662], [0.352, -1.672, 0.132], [-0.201, -0.481, 0.881], [-0.928, 1.496, 0.286], [2.392, 0.296, 0.110], [-1.283, -0.917, -0.412], [-0.789, -1.006, 0.184], [0.029, -1.085, -1.003], [1.467, 0.480, 0.277], [-1.119, -0.889, -0.461], [0.887, -0.028, 1.508], [0.223, 0.160, 0.796], [-0.330, 0.231, 0.021], [0.360, 0.127, 0.027], [0.027, 0.145, 0.177], [0.054, -0.310, -0.207], [0.146, 0.657, -0.369], [-0.045, 0.966, -0.439], [0.006, 0.486, 0.057], [0.219, 0.149, -0.037], [0.253, -0.070, -0.110], [-0.143, -0.006, 0.226], [-0.283, -0.223, -0.498], [0.025, 0.356, 0.029], [-0.312, 0.035, 0.151], [-0.379, -0.056, 0.204], [0.018, 0.014, -0.147], [-0.293, -0.144, -0.377], [1.011, -0.600, 0.825], [-0.839, 1.571, -1.829], [-0.423, -1.458, 0.482], [-0.071, 2.133, 0.392], [-0.368, -0.542, -0.324], [0.274, -0.064, -0.672], [-1.016, 0.543, 0.389], [0.106, 0.244, 0.502], [-0.622, -0.294, 0.553], [0.220, 0.492, -0.135], [-0.058, -0.052, 0.568], [0.406, -0.181, -0.036], [0.321, -0.555, -0.202], [-0.180, -0.654, 0.097], [0.048, 0.241, 0.385], [-0.016, -0.136, -0.278], [0.314, -0.208, 0.058], [0.039, 0.210, -0.404], [0.384, -0.466, 0.078], [0.213, -0.309, -0.530], [0.318, -0.206, 0.467], [-0.070, 0.275, -0.370], [0.513, -0.463, -0.077], [-0.710, 0.261, -0.596], [-0.018, 0.044, 1.590], [-0.154, 0.664, -0.148], [0.917, -0.978, -1.330], [-0.243, -1.040, -2.721], [-0.073, -0.142, 1.029], [0.079, 0.094, -0.074], [0.007, 0.293, -0.188], [0.121, 0.137, 0.303], [0.239, -0.021, -0.287], [-0.490, -0.014, 0.272], [0.427, 0.399, 0.693], [-0.585, -0.690, 0.530], [0.100, 0.207, 0.116], [0.053, 0.273, 0.419], [-0.410, -0.069, 0.145], [-0.007, 0.386, 0.181], [0.303, 0.482, 0.143], [-0.158, -0.004, 0.064], [-0.026, 0.249, -0.079], [0.124, -0.063, 0.013], [-0.471, 0.148, -0.283], [0.331, 1.498, 2.642], [-0.038, -0.308, -0.103], [0.545, -1.629, -2.090], [-0.454, -0.171, -0.268], [0.042, -0.139, -0.054], [-0.086, 0.243, 0.011], [0.118, -0.117, -0.081], [0.146, -0.151, 0.192], [-0.169, 0.186, 0.006], [0.050, 0.313, -0.064], [0.099, 0.064, 0.269], [0.334, -0.168, 0.331], [-0.416, -0.386, 0.315], [-0.306, -0.165, 0.524], [-0.149, -0.211, -0.568], [0.759, 0.541, 0.334], [0.164, -0.393, 0.072], [0.215, 0.096, -0.573], [-0.407, 0.248, -0.265], [-0.075, 0.187, 0.073], [0.206, 0.530, -0.404], [0.044, 0.016, 0.088], [-0.489, -0.422, 0.227], [-0.290, -0.257, -0.348], [-1.381, 0.722, 2.128], [0.856, 0.314, -0.115], [1.260, 0.368, -1.194], [-0.838, -1.983, -0.375], [-0.005, 0.020, -0.047], [0.105, -0.483, -0.320], [-0.360, -0.061, -0.476], [-0.204, 0.050, 0.139], [0.278, -0.227, -0.084], [0.576, 0.576, 0.153], [-0.038, 0.926, 0.538], [-0.832, -0.617, 0.380], [1.054, -0.473, -0.588], [0.505, -0.424, -1.298], [-1.169, 0.909, 1.532], [0.515, 0.697, 0.359], [0.499, 0.338, -0.508], [-0.214, -0.014, 0.731], [-0.359, 0.454, 0.136], [-0.067, -0.237, -0.107], [0.021, 0.058, -0.628], [-0.029, -0.529, 0.047], [0.206, -0.249, -0.239], [-0.090, 1.781, -0.066], [-0.086, -2.773, -0.103], [0.205, 1.365, -1.122], [-0.438, 0.523, 0.613], [0.476, -0.245, -0.412], [-0.135, -0.043, -0.173], [0.081, -0.371, 0.047], [0.560, 0.190, 0.332], [-0.221, -0.060, 0.302], [0.272, -0.288, 0.107], [-0.470, -0.603, 0.118], [-0.109, 0.524, 0.339], [-0.020, 0.254, 0.512], [-0.334, 0.163, -0.932], [0.108, -0.282, 0.274], [1.346, -1.193, -0.176], [-0.172, 0.984, 0.121], [0.004, -0.311, -0.059], [0.209, -0.169, -0.127], [-0.210, 0.095, -0.027], [-0.290, -0.056, -0.027], [-0.108, -0.230, 0.576], [-0.753, -0.266, 0.004], [0.063, 0.859, -0.257]], "mulliken_charge": [1.5295, 2.0421, -0.5014, -0.5057, -0.4746, -0.5513, -0.5057, -0.5035, -1.3250, -0.3158, 0.0224, -0.4507, -1.1903, -0.7522, -0.9586, 0.4043, 0.2988, 0.3404, 0.4172, 0.2756, 0.4117, 0.3619, 0.2929, 0.3932, 0.2926, 0.3973, 0.3315, 0.2719, 0.2713, 0.4047, -1.2492, -0.3995, -0.0410, -0.2786, -1.3567, -0.2528, -1.4117, 0.3053, 0.4125, 0.3159, 0.2847, 0.3493, 0.2949, 0.3112, 0.4170, 0.3417, 0.3378, 0.3472, 0.2899, 0.3243, 0.4333, 0.3415, -1.2179, -0.4414, 0.0800, -0.8679, -0.8894, -0.4112, -1.2517, 0.3273, 0.3929, 0.2653, 0.4128, 0.3394, 0.3941, 0.3922, 0.3988, 0.2557, 0.2451, 0.2762, 0.4098, 0.4265, 0.3144, 0.3006, -0.9142, 0.6624, -0.6876, -0.1746, -0.7987, 0.2743, 0.3105, 0.2489, 0.2390, 0.2453, 0.3301, 0.2656, -0.9025, 0.5409, -0.6870, -0.1339, -0.9002, 0.3074, 0.2493, 0.3438, 0.2447, 0.3389, 0.2967, 0.3027, -1.1134, 0.7465, -0.6416, -0.1695, -0.8902, 0.3253, 0.2997, 0.3057, 0.2033, 0.3069, 0.3187, 0.3086, -1.0918, 0.7021, -0.6873, -0.1301, -0.8986, 0.2861, 0.3034, 0.3222, 0.2868, 0.3513, 0.2941, 0.2642, -0.9203, 0.6459, -0.6380, -0.1558, -0.8832, 0.2268, 0.2810, 0.3146, 0.2181, 0.2776, 0.2904, 0.3434, -1.0084, 0.7387, -0.6761, -0.2132, -0.7803, 0.3050, 0.3188, 0.2538, 0.2145, 0.2757, 0.2752, 0.2985], "total_charge": 1, "orbital_gap_ev": 0.95, "lumo_ev": -8.52, "homo_ev": -9.463, "de_lowest_kj_mol": 1052.0}